The following is a DFT calculation (wB97M-V/def2-TZVPD) of a cluster of 7 separate species, C17H45FN2O7P in total at a distorted geometry.

Structure (XYZ):
```
73
Properties=species:S:1:pos:R:3:forces:R:3:mulliken_charge:R:1
C -1.41669 -4.88725 -0.61244 -0.37 -0.36 0.39 -0.79
C -2.77039 -3.93819 -0.57843 -0.22 -1.18 0.34 -0.33
C -2.57008 -2.45509 -1.25307 0.55 -0.44 0.38 -0.02
C -2.53133 -1.21831 -0.13553 -0.35 -0.61 -1.40 0.58
C -1.77697 0.06505 -0.83687 -1.38 0.60 0.46 -0.60
C -0.46261 0.61792 -0.02967 -1.01 0.27 0.34 -0.10
C 0.95717 -0.10978 -0.43835 -0.67 -1.05 1.06 0.56
P 1.24737 0.12207 -2.30802 2.25 -0.04 -0.46 0.40
C 0.53681 -1.30118 -3.36312 -1.46 -0.16 -1.35 -0.97
C 0.74928 1.84932 -2.94305 -0.88 1.55 -0.84 -0.96
C 0.99897 -1.72892 -0.02031 -2.54 -1.63 0.17 0.95
F 2.02473 -2.59171 -0.64971 -1.93 2.36 1.92 -0.35
C 0.97121 -1.63229 1.64897 3.63 4.00 -1.52 -0.41
N 1.62179 -0.42705 1.86478 -2.25 -3.97 1.07 -0.11
C 2.14301 0.34858 0.63527 0.31 0.92 2.51 0.30
C 1.98852 1.90976 1.21506 -0.07 -0.16 -0.39 -0.39
O 3.12701 2.21816 2.09963 -1.24 1.13 -1.98 -0.37
C 3.52897 3.63135 2.01998 0.78 1.24 0.49 -0.54
N 3.52693 -0.23859 0.49960 -1.21 2.19 -4.67 -0.46
C 4.25003 0.31787 -0.52128 -0.61 -1.22 0.26 0.63
C 4.85712 1.83788 -0.59498 0.75 -0.61 0.61 -0.73
C 4.61328 -0.67133 -1.82028 0.70 0.99 -0.11 -0.90
H -0.74298 -4.71840 -1.55837 -1.30 -0.21 1.85 0.19
H -0.80111 -4.71018 0.37866 -0.94 -0.33 -2.07 0.13
H -1.73793 -6.03312 -0.60664 0.73 2.51 0.02 0.35
H -3.62556 -4.58240 -1.10559 1.81 1.73 0.99 0.35
H -3.09940 -3.88944 0.56735 0.59 0.20 -2.56 -0.01
H -1.52659 -2.45371 -1.80604 -2.07 -0.06 0.99 -0.33
H -3.38844 -2.29328 -2.08525 1.60 -0.03 1.83 0.40
H -1.96305 -1.54662 0.83532 -1.19 0.52 -1.95 -0.39
H -3.67161 -0.99313 0.11649 2.73 -0.26 -0.27 -0.19
H -2.57360 0.95423 -0.82188 1.82 -1.84 -0.09 0.32
H -1.60371 -0.18728 -1.96576 0.00 0.60 2.19 0.16
H -0.72548 0.52519 1.13118 0.63 0.11 -2.34 0.48
H -0.41742 1.79465 -0.22611 0.39 -2.99 0.32 -0.59
H -0.56743 -1.02851 -3.72536 2.24 -0.87 0.87 0.37
H 1.17603 -1.34417 -4.36972 -1.19 0.07 2.42 0.40
H 0.54757 -2.36112 -2.83834 0.09 2.39 -1.02 0.15
H 1.71736 2.52622 -3.10728 -2.03 -1.70 0.55 0.29
H 0.23088 1.80765 -4.01763 1.07 -0.21 2.37 0.42
H 0.01526 2.45025 -2.25874 1.29 -1.17 -1.23 0.19
H 0.01299 -2.36000 -0.20270 1.87 1.71 -0.22 -0.65
H 0.50067 -2.37411 2.43000 1.22 1.78 -1.51 0.44
H 1.79228 0.03078 2.81020 -0.31 -1.04 -1.41 0.37
H 1.01215 2.00944 1.88828 1.83 -0.21 -1.83 0.34
H 1.92831 2.58668 0.24856 0.15 -1.12 2.14 0.15
H 3.25087 4.22190 3.01431 0.59 -1.46 -2.02 0.26
H 4.69807 3.66382 1.86635 -2.41 -0.04 0.46 0.24
H 3.05303 4.23503 1.13751 0.73 -1.41 1.45 0.24
H 5.78221 1.79556 -1.33830 -2.29 0.29 1.33 0.43
H 5.32821 2.09544 0.46926 -1.28 -0.72 -2.26 0.11
H 4.08032 2.67384 -0.85441 1.48 -1.68 0.24 0.16
H 5.59476 -1.28872 -1.66504 -1.79 1.18 -0.15 0.33
H 3.72370 -1.36874 -2.12232 1.79 1.44 1.13 0.19
H 4.78701 0.07755 -2.73154 -0.28 -1.63 2.00 0.34
O -0.42188 3.62826 0.50693 0.06 0.69 0.41 -0.61
H 0.24074 4.24917 0.84503 -0.21 -0.13 0.07 0.33
H -1.05328 3.53954 1.23661 -0.02 0.08 -0.25 0.27
O -5.53832 0.76182 -0.33936 -0.16 0.07 0.41 -0.59
H -5.74766 0.18178 0.40806 0.03 0.21 -0.28 0.29
H -6.01769 1.58044 -0.14172 0.14 -0.25 -0.13 0.31
O -2.65061 -1.50551 3.07180 0.51 -0.16 0.27 -0.61
H -2.96221 -2.42300 3.06775 -0.22 0.18 -0.09 0.32
H -1.70142 -1.57993 2.89155 -0.45 0.08 0.13 0.29
O 0.63976 5.45293 -1.87728 -0.09 0.03 0.47 -0.63
H 0.43042 4.87289 -1.12986 -0.17 0.14 -0.42 0.32
H 0.16039 6.27154 -1.67964 0.16 -0.23 -0.16 0.31
O -2.82510 1.36518 4.88570 0.54 -0.23 -0.08 -0.63
H -1.99533 1.43250 5.38153 -0.37 0.03 -0.06 0.31
H -2.77189 0.49773 4.45712 -0.18 0.09 0.06 0.31
O -5.16623 -3.39916 2.03536 0.00 0.17 0.51 -0.59
H -5.37557 -3.97920 2.78278 -0.04 0.09 -0.28 0.31
H -5.64560 -2.58054 2.23300 0.12 -0.26 -0.09 0.30
```
Forces are in eV/Å.

Results
E_LUMO   -4.605 eV
DFT total energy   -1751.4540 Ha
Charge   +1
ΔE to the lowest compared entry with this formula, charge and spin   6.992 eV
Frontier orbital gap   5.737 eV